No. 1
Density functional theory data (wB97M-V/def2-TZVPD) for a cluster of 10 separate species, C5H30NO11 in total at a distorted geometry.

```
47
Properties=species:S:1:pos:R:3:nbo_charge:R:1
O -1.594 2.080 -2.926 -0.492
C -2.452 2.080 -2.084 0.432
C -2.249 1.172 -0.818 -0.155
C -3.518 0.438 -0.535 -0.442
C -3.433 -0.903 0.120 -0.473
C -2.402 -1.118 1.212 -0.108
O -1.421 -1.983 0.644 -0.771
N -1.094 0.214 -1.165 -0.735
H -3.284 2.744 -2.123 0.149
H -1.835 1.861 -0.025 0.278
H -4.202 0.441 -1.451 0.228
H -4.114 1.097 0.069 0.241
H -3.256 -1.729 -0.621 0.236
H -4.426 -1.270 0.422 0.256
H -1.954 -0.178 1.566 0.177
H -2.664 -1.412 2.224 0.207
H -0.858 -2.434 1.312 0.515
H -1.349 -0.653 -0.672 0.458
H -1.068 0.049 -2.190 0.473
H -0.194 0.481 -0.792 0.463
H 4.289 -0.436 -0.117 0.495
H 5.433 -0.482 0.956 0.483
O 4.554 -0.849 0.718 -0.976
H 0.582 -3.908 2.164 0.491
H 1.316 -3.287 0.998 0.517
O 0.962 -3.064 1.883 -0.991
H 3.721 2.448 -1.170 0.486
H 2.407 1.557 -0.892 0.497
O 3.352 1.568 -1.074 -0.987
H 0.620 1.968 1.025 0.524
H 0.756 3.089 -0.195 0.515
O 0.495 2.183 0.034 -1.072
H 0.521 -0.336 -4.139 0.500
H -0.766 -1.264 -4.432 0.499
O -0.376 -0.570 -3.885 -0.975
H 1.735 4.564 1.329 0.483
H 2.831 3.640 0.760 0.480
O 2.178 4.303 0.493 -0.951
H 1.786 -3.641 -1.319 0.497
H 0.966 -4.948 -0.858 0.501
O 1.180 -4.027 -0.680 -0.976
H 3.013 -0.688 2.482 0.521
H 1.610 -1.509 2.474 0.519
O 2.071 -0.677 2.674 -0.988
H 1.089 0.461 2.657 0.505
H 0.631 1.716 3.370 0.477
O 0.413 1.213 2.578 -1.011
```

## Properties
Net charge: +1

No. 2
Density functional theory data (wB97M-V/def2-TZVPD) for a cluster of 11 separate species, C5H31N3O10 in total at a distorted geometry.

```
49
Properties=species:S:1:pos:R:3:nbo_charge:R:1
C -1.510 0.766 1.932 -0.229
C -0.459 1.857 1.755 -0.493
C 0.409 1.699 0.577 0.080
C 0.374 2.353 -0.660 -0.023
N 1.398 1.802 -1.421 -0.497
C 2.026 0.849 -0.705 0.278
N 1.454 0.776 0.500 -0.492
N -2.481 0.748 0.759 -0.765
H -0.998 -0.259 1.998 0.234
H -2.062 0.927 2.916 0.251
H 0.219 1.861 2.705 0.295
H -0.941 2.914 1.801 0.259
H -0.249 3.127 -1.057 0.261
H 1.550 1.947 -2.488 0.493
H 2.907 0.320 -1.032 0.255
H 1.769 0.167 1.327 0.494
H -2.000 1.134 -0.084 0.473
H -3.352 1.387 0.924 0.446
H -2.824 -0.265 0.504 0.482
H 1.294 -2.051 0.479 0.510
H 2.219 -2.465 -0.674 0.506
O 1.475 -1.837 -0.444 -0.990
H -1.634 1.146 -2.473 0.512
H -2.643 2.327 -2.242 0.506
O -1.981 1.736 -1.770 -1.012
H -0.809 -0.711 -3.112 0.511
H -1.518 -0.189 -4.386 0.512
O -0.965 0.074 -3.622 -0.986
H 0.925 -0.395 4.502 0.500
H 1.041 -1.102 3.116 0.498
O 1.181 -0.229 3.580 -1.014
H 2.959 0.097 3.023 0.501
H 4.389 -0.146 2.477 0.504
O 3.464 0.094 2.222 -0.994
H -2.416 -3.085 2.531 0.502
H -2.232 -2.395 1.200 0.500
O -1.915 -2.404 2.096 -0.989
H 0.554 0.829 -4.045 0.508
H 1.493 1.781 -4.817 0.500
O 1.378 1.354 -3.996 -0.969
H -1.996 -1.976 -0.998 0.521
H -3.553 -2.315 -0.761 0.518
O -2.766 -1.867 -0.382 -1.018
H -0.572 -2.884 -2.476 0.506
H 0.133 -1.911 -1.416 0.528
O -0.637 -2.067 -2.042 -1.010
H -0.196 -2.473 2.124 0.514
H 1.109 -3.234 2.463 0.515
O 0.738 -2.421 2.072 -0.989
```

## Properties
Net charge: +2

No. 3
Density functional theory data (wB97M-V/def2-TZVPD) for a cluster of 11 separate species, C5H31NO11 in total at a distorted geometry.

```
48
Properties=species:S:1:pos:R:3:nbo_charge:R:1
C -0.686 2.322 -0.821 -0.653
C 0.638 1.600 -0.627 -0.060
N 1.715 2.495 -0.088 -0.885
C 0.450 0.317 0.195 -0.398
C 1.770 -0.472 0.339 -0.524
C 2.196 -1.140 -0.948 0.464
O 1.657 -2.174 -1.342 -0.604
H -1.112 2.768 0.087 0.239
H -1.480 1.625 -1.134 0.222
H -0.628 2.964 -1.705 0.215
H 0.962 1.292 -1.606 0.191
H 1.279 3.428 -0.157 0.371
H 2.472 2.468 -0.744 0.393
H 0.067 0.382 1.208 0.227
H -0.303 -0.170 -0.404 0.209
H 2.495 0.257 0.662 0.236
H 1.654 -1.360 0.968 0.244
H 2.981 -0.827 -1.657 0.153
O -2.590 -0.462 2.776 -0.974
H -1.648 -0.708 2.949 0.501
H -2.617 0.482 2.795 0.473
O -1.351 3.099 2.759 -1.001
H -1.427 3.830 3.354 0.467
H -0.471 2.668 2.821 0.495
O -3.208 -0.752 -0.372 -0.963
H -3.355 -1.532 0.153 0.486
H -3.147 -0.140 0.369 0.488
O 2.964 1.301 -2.706 -0.994
H 3.827 0.932 -3.015 0.472
H 2.305 1.074 -3.369 0.501
O 1.142 2.218 2.795 -0.965
H 1.636 2.198 1.929 0.510
H 1.345 3.094 3.086 0.469
O 0.875 0.446 -4.097 -0.950
H 1.138 -0.457 -4.089 0.480
H 0.077 0.462 -3.569 0.506
O -1.818 -0.723 -2.684 -0.974
H -2.688 -0.483 -2.749 0.470
H -1.753 -0.822 -1.711 0.498
O -0.371 -4.400 1.416 -0.984
H -0.730 -3.882 0.644 0.500
H 0.581 -4.434 1.177 0.467
O -0.801 -3.107 -0.765 -0.978
H -1.063 -3.577 -1.466 0.482
H 0.088 -2.692 -0.793 0.511
O -0.866 -2.778 3.472 -0.993
H -1.565 -3.263 3.918 0.466
H -0.638 -3.368 2.744 0.493
```

## Properties
SMILES string: C[C@@H](N)CCC=O.O.O.O.O.O.O.O.O.O.O

No. 4
Density functional theory data (wB97M-V/def2-TZVPD) for a cluster of 11 separate species, C5H31NO12 in total at a distorted geometry.

```
49
Properties=species:S:1:pos:R:3:nbo_charge:R:1
N -0.491 -1.839 -1.836 -0.845
C -0.898 -0.721 -2.640 -0.162
C 0.242 0.006 -3.327 0.471
O 1.408 -0.105 -3.024 -0.599
C -1.592 0.356 -1.816 -0.409
C -2.822 -0.245 -1.053 -0.425
C -3.257 0.730 0.067 -0.084
O -2.213 1.543 0.602 -0.760
H -0.086 -2.631 -2.299 0.369
H 0.022 -1.557 -1.014 0.372
H -1.576 -1.123 -3.388 0.209
H -0.048 0.750 -4.093 0.124
H -0.909 0.646 -1.026 0.217
H -1.993 1.188 -2.386 0.230
H -3.611 -0.261 -1.805 0.204
H -2.523 -1.205 -0.647 0.223
H -3.512 0.102 0.911 0.217
H -4.065 1.401 -0.225 0.160
H -1.682 1.950 -0.090 0.486
O 0.126 2.774 -1.605 -1.003
H 0.273 3.178 -0.740 0.497
H 0.964 2.420 -1.931 0.493
O 0.970 3.416 1.110 -1.031
H 0.521 4.221 1.372 0.483
H 0.471 2.607 1.420 0.508
O 3.017 2.005 -1.166 -0.949
H 2.507 1.812 -0.373 0.481
H 3.114 1.171 -1.636 0.475
O 0.629 -1.224 2.765 -0.985
H 0.977 -1.850 3.411 0.472
H 0.023 -1.755 2.228 0.504
O -0.050 1.376 2.160 -0.985
H 0.841 0.988 2.322 0.516
H -0.574 0.571 2.087 0.506
O 2.478 -2.387 -1.663 -0.976
H 2.388 -1.532 -2.106 0.502
H 2.051 -3.007 -2.259 0.468
O 2.619 1.393 2.197 -0.969
H 2.523 2.348 2.046 0.504
H 3.096 1.290 3.024 0.481
O -2.978 0.010 2.881 -0.959
H -2.726 0.908 2.630 0.488
H -2.737 -0.031 3.814 0.475
O 2.603 -3.415 1.229 -0.912
H 2.752 -2.810 0.487 0.512
H 2.513 -2.854 2.005 0.481
O 0.216 -3.630 1.474 -1.000
H -0.172 -3.440 0.610 0.460
H 1.173 -3.540 1.298 0.468
```

## Properties
SMILES string: N[C@H](C=O)CCCO.O.O.O.O.O.O.O.O.O.O

No. 5
Density functional theory data (wB97M-V/def2-TZVPD) for a cluster of 10 separate species, C5H32N2O9 in total at a distorted geometry.

```
48
Properties=species:S:1:pos:R:3:nbo_charge:R:1
C -1.951 0.859 2.702 -0.447
N -1.167 -0.396 2.427 -0.663
C -1.756 -1.669 2.104 -0.246
C -0.609 -2.526 1.552 -0.378
C -0.188 -1.974 0.150 -0.420
C -1.255 -2.269 -0.933 -0.211
N -2.196 -1.097 -0.843 -0.879
H -2.599 0.919 3.516 0.191
H -2.715 1.171 1.895 0.212
H -1.091 1.618 2.975 0.186
H -0.418 -0.379 3.062 0.369
H -2.656 -1.577 1.441 0.236
H -2.200 -2.315 2.935 0.162
H -0.829 -3.527 1.434 0.205
H 0.312 -2.396 2.245 0.187
H 0.793 -2.455 -0.132 0.190
H 0.107 -0.995 0.301 0.223
H -0.892 -2.301 -2.022 0.176
H -1.890 -3.127 -0.678 0.191
H -1.786 -0.317 -0.453 0.368
H -2.468 -0.824 -1.824 0.347
O -2.685 2.022 -2.121 -0.952
H -3.386 1.406 -2.171 0.463
H -2.421 2.041 -1.161 0.489
O 0.459 3.691 1.652 -0.996
H -0.114 2.962 1.593 0.487
H 1.135 3.800 2.394 0.524
O 2.642 -2.078 -2.851 -0.948
H 2.324 -1.437 -2.243 0.490
H 2.942 -1.543 -3.503 0.473
O 1.329 -4.269 -1.768 -0.964
H 1.582 -4.126 -0.850 0.457
H 1.842 -3.587 -2.257 0.494
O -0.688 1.216 0.052 -1.006
H -0.839 1.034 1.007 0.494
H 0.123 1.792 0.139 0.499
O 1.314 3.279 -0.661 -0.983
H 1.169 3.775 -1.414 0.485
H 1.379 3.803 0.153 0.485
O 3.831 1.731 -1.614 -0.948
H 3.477 1.898 -2.536 0.475
H 3.147 1.548 -1.048 0.474
O 0.479 -0.416 -2.727 -0.960
H -0.124 -0.001 -2.251 0.482
H 0.274 -1.260 -3.073 0.484
O 2.528 2.668 1.903 -0.984
H 2.461 3.151 1.114 0.495
H 3.274 2.476 2.390 0.495
```

## Properties
SMILES string: CNCCCCN.O.O.O.O.O.O.O.O.O

No. 6
Density functional theory data (wB97M-V/def2-TZVPD) for a cluster of 10 separate species, C5H32N2O9S in total at a distorted geometry.

```
49
Properties=species:S:1:pos:R:3:nbo_charge:R:1
C 0.041 -0.596 -1.417 -0.421
N 0.185 0.853 -1.290 -0.695
C -0.337 1.422 -0.014 -0.084
C -1.876 1.246 0.173 -0.246
N -2.291 -0.137 0.599 -0.882
C -0.079 2.956 -0.039 -0.408
C 1.356 3.344 -0.378 -0.524
S 2.547 3.226 1.014 -0.113
H 0.435 -1.127 -0.595 0.185
H 0.669 -0.933 -2.366 0.203
H -0.964 -0.974 -1.571 0.187
H -0.265 1.299 -2.092 0.400
H 0.254 1.007 0.814 0.223
H -2.405 1.459 -0.747 0.206
H -2.209 1.956 0.956 0.194
H -2.841 -0.088 1.443 0.373
H -1.498 -0.703 0.789 0.389
H -0.343 3.347 0.952 0.217
H -0.775 3.428 -0.756 0.216
H 1.720 2.728 -1.244 0.229
H 1.439 4.437 -0.737 0.225
H 1.740 2.894 2.046 0.173
O -0.643 -2.592 0.998 -1.019
H -0.729 -3.417 1.431 0.481
H 0.379 -2.401 1.020 0.509
O -0.079 -1.352 3.345 -0.976
H 0.754 -1.614 2.927 0.500
H -0.765 -1.417 2.731 0.481
O -2.266 1.094 -3.150 -0.986
H -2.403 0.916 -4.099 0.474
H -2.554 0.308 -2.703 0.494
O 3.965 -2.396 0.087 -0.969
H 3.787 -1.538 -0.308 0.500
H 3.950 -2.977 -0.647 0.476
O 1.846 -1.702 1.497 -1.021
H 2.624 -2.326 1.362 0.528
H 2.109 -0.961 0.954 0.511
O 1.050 1.067 3.086 -0.978
H 0.445 0.371 3.379 0.500
H 1.806 0.552 2.850 0.462
O -1.853 -3.335 -1.775 -1.006
H -2.456 -2.514 -2.006 0.492
H -1.383 -3.096 -0.968 0.475
O 2.874 0.058 -0.275 -1.012
H 2.145 0.463 -0.784 0.521
H 3.414 0.794 0.041 0.506
O -3.269 -1.034 -1.858 -1.005
H -2.988 -0.813 -0.938 0.517
H -4.262 -1.183 -1.737 0.497
```

## Properties
SMILES string: CN[C@H](CN)CCS.O.O.O.O.O.O.O.O.O

No. 7
Density functional theory data (wB97M-V/def2-TZVPD) for a cluster of 12 separate species, C5H32NO12S in total at a distorted geometry.

```
51
Properties=species:S:1:pos:R:3:nbo_charge:R:1
O -1.046 0.039 1.084 -0.760
C -0.312 0.710 0.334 0.727
N 0.752 0.188 -0.340 -0.617
C 1.077 -1.215 -0.044 -0.091
C 2.324 -1.183 0.973 -0.535
S 2.325 -2.259 2.408 -0.665
C 1.405 -2.033 -1.299 -0.626
C -0.788 2.098 -0.001 -0.751
H 1.219 0.674 -1.093 0.431
H 0.154 -1.729 0.407 0.234
H 2.349 -0.119 1.295 0.177
H 3.205 -1.384 0.390 0.185
H 1.210 -3.090 -1.060 0.234
H 2.405 -2.067 -1.757 0.202
H 0.764 -1.827 -2.156 0.186
H -0.996 2.274 -1.057 0.281
H -1.683 2.379 0.596 0.229
H 0.060 2.745 0.228 0.231
H -0.211 -0.846 2.777 0.487
H 0.760 -1.105 3.776 0.497
O -0.116 -0.700 3.775 -1.019
H 2.118 2.862 -1.269 0.520
H 2.447 2.433 -2.833 0.485
O 1.904 2.954 -2.225 -1.009
H -2.601 -2.736 1.780 0.485
H -1.784 -1.613 1.010 0.511
O -2.350 -2.392 0.932 -0.991
H 0.982 1.809 3.769 0.480
H 1.089 0.751 2.991 0.501
O 1.482 1.693 2.948 -0.996
H -3.433 1.447 -0.754 0.481
H -2.698 1.304 -2.063 0.477
O -3.431 0.950 -1.572 -0.948
H -3.054 -2.384 -0.687 0.502
H -3.153 -1.061 -1.346 0.487
O -3.080 -1.991 -1.581 -1.016
H -0.961 1.894 -3.576 0.463
H 0.290 2.494 -2.929 0.516
O -0.678 2.516 -2.900 -0.978
H -2.202 -2.261 -3.875 0.490
H -1.247 -1.810 -2.749 0.495
O -1.354 -1.865 -3.692 -0.986
H 3.265 3.133 0.810 0.489
H 2.007 2.176 1.019 0.525
O 2.629 2.572 0.381 -0.987
H -2.010 0.503 2.337 0.497
H -2.446 0.295 3.842 0.473
O -2.693 0.732 3.015 -1.004
H -0.005 0.089 -3.320 0.489
H 1.289 -0.438 -3.941 0.483
O 0.889 0.373 -3.590 -0.970
```

## Properties
Net charge: -1

Number 1: Kohn-Sham gap 10.741 eV. Number 2: Kohn-Sham gap 9.875 eV. Number 3: Kohn-Sham gap 10.555 eV. Number 4: Kohn-Sham gap 9.801 eV. Number 5: Kohn-Sham gap 8.900 eV. Number 6: Kohn-Sham gap 9.345 eV. Number 7: Kohn-Sham gap 6.006 eV.